[1]
Entry from OMol25: C26H42BrN5O6Ti as an isolated structure in a non-equilibrium geometry (the ωB97M-V functional and the def2-TZVPD basis).

Output
HOMO energy = -8.1 eV
E_LUMO = -0.7 eV
net charge = 0

Geometry (Å):
Ti  0.61  -0.26  -0.52
C  -4.12  -1.07  -0.06
C  -2.85  -0.25  0.24
C  -2.83  1.07  -0.54
C  -2.33  1.12  -1.99
C  -3.09  0.26  -3.01
C  -2.48  2.58  -2.46
N  -0.89  0.76  -1.96
C  1.77  0.56  -2.28
C  3.10  0.39  -1.61
N  2.81  -0.22  -0.29
C  2.95  0.75  0.79
C  1.66  1.55  1.15
O  1.74  2.35  2.06
O  0.60  1.30  0.49
C  3.54  -1.48  -0.01
C  4.99  -1.46  -0.51
C  2.84  -2.82  -0.38
C  1.97  -3.04  -1.64
C  2.68  -2.72  -2.96
C  1.71  -4.57  -1.70
N  0.71  -2.25  -1.57
C  -0.39  -2.98  -0.93
C  -1.65  -2.13  -0.76
N  -1.58  -1.03  0.21
C  -1.34  -1.57  1.55
C  0.15  -1.97  1.72
O  0.46  -2.90  2.45
O  0.94  -1.26  1.03
H  -4.99  -0.45  0.16
H  -4.18  -1.95  0.58
H  -4.20  -1.39  -1.09
H  -2.97  0.07  1.28
H  -2.19  1.76  0.02
H  -3.85  1.47  -0.51
H  -4.15  0.49  -2.96
H  -2.96  -0.81  -2.88
H  -2.74  0.51  -4.01
H  -3.51  2.91  -2.36
H  -2.19  2.68  -3.50
H  -1.84  3.23  -1.88
H  -0.44  1.59  -1.54
H  -0.57  0.77  -2.92
H  1.51  1.61  -2.36
H  1.66  0.04  -3.24
H  3.58  1.36  -1.46
H  3.78  -0.25  -2.17
H  3.72  1.51  0.55
H  3.24  0.27  1.73
H  3.60  -1.54  1.08
H  5.08  -1.71  -1.56
H  5.57  -2.19  0.05
H  5.44  -0.48  -0.34
H  2.20  -3.08  0.46
H  3.64  -3.56  -0.42
H  3.65  -3.21  -2.98
H  2.83  -1.66  -3.10
H  2.10  -3.11  -3.80
H  2.64  -5.08  -1.90
H  1.01  -4.82  -2.49
H  1.32  -4.95  -0.76
H  0.41  -2.07  -2.53
H  -0.06  -3.36  0.04
H  -0.70  -3.84  -1.54
H  -2.45  -2.84  -0.47
H  -1.89  -1.71  -1.73
H  -1.98  -2.43  1.78
H  -1.51  -0.79  2.30
Br  3.46  6.78  2.98
C  2.04  5.89  2.11
C  0.75  5.97  2.62
N  -0.27  5.38  2.03
C  -0.07  4.68  0.93
C  1.19  4.55  0.36
C  2.27  5.17  0.95
C  1.39  3.62  -0.86
O  2.56  3.34  -1.12
O  0.35  3.26  -1.43
H  0.53  6.51  3.53
H  -0.93  4.22  0.47
H  3.26  5.07  0.53

Mulliken atomic charge list, values in e, 5 entries: number 1, Ti, carries -0.8676; number 2, C, carries -1.7964; number 3, C, carries -0.2393; number 4, C, carries -1.1547; number 5, C, carries 1.3305



[2]
Entry from OMol25: an isolated molecule of C9H17N3O4 in a non-equilibrium geometry (the ωB97M-V functional and the def2-TZVPD basis).

Output
HOMO energy = -9.5 eV
E_LUMO = 0.6 eV
SMILES string = CNC(=O)[C@@H](C)NC(=O)[C@@H](CO)NC(C)=O
energy relative to the best compared isomer or geometry (same formula, charge and spin) = 18.1 kJ/mol
net charge = 0

Geometry (Å):
O  4.40  0.90  -1.45
O  -2.12  -2.60  -0.39
O  0.06  1.57  0.66
O  0.52  1.73  -2.64
C  3.83  1.66  -0.69
C  -2.54  -1.84  0.47
C  0.29  0.55  0.00
N  -3.75  -1.95  1.04
N  -0.49  -0.53  0.05
N  2.51  1.61  -0.48
C  4.63  2.75  -0.02
C  -4.77  -2.91  0.57
C  -1.21  -0.82  2.37
C  1.19  0.57  -2.34
C  -1.67  -0.62  0.92
C  1.58  0.53  -0.85
H  1.15  2.42  -2.83
H  -4.01  -1.24  1.68
H  -0.34  -1.30  -0.58
H  2.18  2.30  0.18
H  3.99  3.47  0.44
H  5.17  3.28  -0.80
H  5.30  2.35  0.73
H  -4.56  -3.89  1.01
H  -4.77  -2.92  -0.54
H  -5.74  -2.57  0.92
H  -0.61  -1.75  2.41
H  -2.09  -0.99  3.02
H  -0.64  0.05  2.68
H  0.55  -0.28  -2.61
H  2.10  0.60  -3.01
H  -2.26  0.30  0.77
H  2.12  -0.40  -0.70

Mulliken atomic charge list, values in e, 5 entries: number 1, O, carries -0.6366; number 2, O, carries -0.6840; number 3, O, carries -0.7078; number 4, O, carries -0.5862; number 5, C, carries 0.6764



[3]
Entry from OMol25: a 2-piece molecular cluster, C2H3Cl3OP overall in a non-equilibrium geometry (the ωB97M-V functional and the def2-TZVPD basis).

Output
HOMO energy (alpha / beta) = -15.7 / -15.0 eV
E_LUMO (alpha / beta) = -8.5 / -7.6 eV
energy relative to the best compared isomer or geometry (same formula, charge and spin) = 454.3 kJ/mol
net charge = +1

Geometry (Å):
C  0.50  -0.66  0.49
C  -0.06  -0.33  -0.80
O  0.09  -1.71  -0.36
P  0.83  -0.10  -2.46
Cl  2.05  3.34  -1.73
Cl  2.38  -1.34  -2.43
Cl  -0.44  -0.68  -3.87
H  1.55  -0.44  0.58
H  -0.19  -0.42  1.43
H  -1.07  -0.04  -0.94

Mulliken atomic charge list, values in e, 5 entries: number 1, C, carries -0.2728; number 2, C, carries -0.0663; number 3, O, carries -0.2820; number 4, P, carries 0.7342; number 5, Cl, carries 0.0254



[4]
Entry from OMol25: a 2-piece molecular cluster, CH3N2O3S overall in a non-equilibrium geometry (the ωB97M-V functional and the def2-TZVPD basis).

Output
HOMO energy = -3.0 eV
E_LUMO = 3.8 eV
energy relative to the best compared isomer or geometry (same formula, charge and spin) = 209.4 kJ/mol
net charge = -1

Geometry (Å):
C  0.80  -0.63  1.53
N  -0.53  -0.21  -0.46
N  0.57  -0.05  0.37
O  3.36  1.76  -0.05
O  1.71  -0.25  2.25
O  1.27  2.99  0.14
S  2.19  1.99  0.76
H  -0.04  -1.33  1.93
H  -0.80  0.72  -0.77
H  -1.43  -0.71  0.01

Mulliken atomic charge list, values in e, 5 entries: number 1, C, carries 0.1464; number 2, N, carries -0.6529; number 3, N, carries -0.2015; number 4, O, carries -0.4648; number 5, O, carries -0.6697



[5]
Entry from OMol25: an isolated ion of composition C6H12N and charge +1 in a non-equilibrium geometry (the ωB97M-V functional and the def2-TZVPD basis).

Output
HOMO energy = -13.7 eV
E_LUMO = -5.7 eV
energy relative to the best compared isomer or geometry (same formula, charge and spin) = 356.3 kJ/mol
net charge = +1

Geometry (Å):
C  2.06  -1.03  0.04
C  -1.35  -0.42  0.71
C  -0.16  -0.36  -0.28
C  1.19  -0.01  0.35
C  -0.45  -0.10  -1.65
C  1.47  1.16  1.15
N  -2.67  -0.65  0.34
H  3.02  -1.06  0.32
H  1.88  -1.72  -0.80
H  -0.97  -0.75  1.71
H  -1.21  0.70  0.81
H  -1.53  -0.11  -1.81
H  0.28  -0.58  -2.24
H  -0.23  0.98  -1.82
H  0.61  1.53  1.81
H  1.54  1.97  0.40
H  2.36  0.85  1.68
H  -3.02  -1.50  0.64
H  -3.00  -0.38  -0.55

Mulliken atomic charge list, values in e, 5 entries: number 1, C, carries -1.0786; number 2, C, carries -0.4508; number 3, C, carries 0.3902; number 4, C, carries 0.7705; number 5, C, carries -1.0871



[6]
Entry from OMol25: a 16-piece molecular cluster, C96H204N12O8 overall in a non-equilibrium geometry (the ωB97M-V functional and the def2-TZVPD basis).

Output
HOMO energy = -7.8 eV
E_LUMO = 0.2 eV
net charge = 0

Geometry (Å):
C  4.43  1.00  -4.10
C  4.54  2.13  -5.12
N  4.02  3.44  -4.76
C  4.51  3.88  -3.45
C  4.80  5.38  -3.51
C  2.63  3.58  -4.89
C  2.21  4.29  -6.18
H  4.97  1.31  -3.18
H  4.80  0.10  -4.56
H  3.37  0.91  -3.79
H  5.56  2.31  -5.43
H  4.05  1.81  -5.99
H  3.85  3.60  -2.59
H  5.51  3.45  -3.33
H  5.55  5.47  -4.37
H  3.92  6.04  -3.70
H  5.43  5.83  -2.69
H  2.44  4.05  -3.89
H  2.13  2.58  -5.01
H  1.15  4.59  -6.30
H  2.46  3.77  -7.01
H  2.76  5.23  -6.27
C  -0.15  5.97  -3.68
C  -0.44  6.64  -2.29
N  0.14  5.88  -1.22
C  -0.60  5.88  -0.01
C  -0.09  5.04  1.15
C  1.59  5.88  -1.01
C  2.10  7.30  -0.63
H  0.96  6.15  -3.94
H  -0.85  6.40  -4.42
H  -0.22  4.89  -3.61
H  -0.02  7.68  -2.33
H  -1.49  6.76  -2.08
H  -0.69  6.97  0.41
H  -1.65  5.56  -0.14
H  0.94  5.18  1.53
H  -0.68  5.06  2.08
H  -0.06  4.03  0.83
H  2.19  5.47  -1.82
H  1.85  5.21  -0.24
H  1.60  7.70  0.23
H  1.84  8.03  -1.39
H  3.19  7.41  -0.50
C  -7.14  2.09  -3.67
C  -5.69  2.64  -3.77
N  -5.10  3.16  -2.51
C  -4.69  4.51  -2.53
C  -3.45  4.85  -3.38
C  -4.24  2.25  -1.79
C  -4.09  2.64  -0.35
H  -7.34  1.62  -4.64
H  -7.93  2.81  -3.43
H  -7.12  1.35  -2.82
H  -5.01  1.87  -4.23
H  -5.69  3.47  -4.44
H  -5.43  5.19  -2.89
H  -4.42  4.82  -1.58
H  -2.48  4.37  -3.09
H  -3.59  4.65  -4.41
H  -3.10  5.93  -3.23
H  -3.28  2.17  -2.27
H  -4.58  1.19  -1.89
H  -3.21  3.23  -0.09
H  -4.00  1.70  0.24
H  -4.96  3.23  -0.10
C  -4.66  3.46  -8.85
C  -3.42  3.23  -8.01
N  -2.76  1.96  -8.19
C  -3.47  0.89  -7.60
C  -2.93  -0.45  -7.79
C  -1.32  2.03  -7.86
C  -0.99  2.22  -6.38
H  -4.52  3.30  -9.94
H  -4.95  4.55  -8.82
H  -5.46  2.81  -8.54
H  -2.68  4.02  -8.26
H  -3.63  3.39  -6.92
H  -4.45  0.94  -8.07
H  -3.68  1.02  -6.47
H  -3.53  -1.29  -7.42
H  -1.94  -0.59  -7.25
H  -2.80  -0.66  -8.87
H  -0.87  1.13  -8.19
H  -0.95  2.79  -8.57
H  -1.16  3.22  -6.04
H  -1.55  1.39  -5.88
H  0.04  2.04  -6.31
C  6.59  0.44  2.48
C  5.44  0.35  3.47
N  5.73  0.02  4.88
C  4.44  -0.14  5.59
C  4.60  -0.60  7.00
C  6.50  -1.29  4.93
C  5.74  -2.45  4.21
H  7.22  -0.44  2.52
H  7.28  1.30  2.66
H  6.28  0.62  1.48
H  4.95  1.39  3.44
H  4.75  -0.39  2.99
H  4.00  0.86  5.51
H  3.77  -0.84  5.10
H  3.74  -0.37  7.64
H  4.75  -1.67  7.05
H  5.44  0.02  7.39
H  6.75  -1.57  6.03
H  7.53  -1.15  4.46
H  5.76  -2.29  3.15
H  4.67  -2.40  4.54
H  6.22  -3.40  4.40
C  2.38  -2.58  1.60
C  2.17  -2.72  0.12
N  2.77  -3.91  -0.49
C  2.39  -5.16  0.21
C  3.37  -6.32  -0.07
C  2.34  -3.95  -1.88
C  2.72  -2.71  -2.75
H  1.71  -3.19  2.17
H  2.16  -1.56  1.82
H  3.46  -2.75  1.80
H  1.06  -2.79  -0.12
H  2.58  -1.81  -0.32
H  2.33  -4.90  1.29
H  1.40  -5.47  -0.03
H  2.89  -7.26  0.13
H  3.61  -6.29  -1.21
H  4.24  -6.24  0.56
H  1.28  -4.13  -1.92
H  2.88  -4.73  -2.29
H  2.13  -1.84  -2.45
H  2.61  -2.79  -3.81
H  3.77  -2.43  -2.62
C  0.78  -1.79  -5.96
C  -0.05  -1.24  -4.77
N  -1.46  -1.46  -4.92
C  -2.22  -1.05  -3.74
C  -3.72  -1.03  -4.02
C  -1.82  -2.82  -5.32
C  -1.47  -3.90  -4.30
H  1.82  -1.80  -5.71
H  0.72  -1.04  -6.84
H  0.60  -2.81  -6.27
H  0.35  -1.74  -3.83
H  0.19  -0.17  -4.77
H  -1.95  -1.62  -2.83
H  -1.84  -0.07  -3.47
H  -3.94  -0.53  -4.93
H  -4.11  -2.09  -4.06
H  -4.19  -0.44  -3.21
H  -1.28  -3.00  -6.23
H  -2.86  -2.92  -5.65
H  -0.55  -3.67  -3.88
H  -1.38  -4.94  -4.72
H  -2.18  -4.07  -3.46
C  2.17  -5.11  5.76
C  0.89  -5.26  6.54
N  -0.02  -4.14  6.37
C  -1.36  -4.37  6.92
C  -2.49  -3.41  6.55
C  0.62  -2.87  6.72
C  1.39  -2.73  8.03
H  2.68  -4.26  6.17
H  2.06  -4.96  4.69
H  2.74  -6.02  5.95
H  0.30  -6.09  6.08
H  1.13  -5.52  7.53
H  -1.35  -4.63  8.02
H  -1.60  -5.38  6.50
H  -2.53  -2.59  7.27
H  -3.46  -3.99  6.68
H  -2.25  -2.92  5.62
H  1.24  -2.62  5.88
H  -0.14  -2.08  6.71
H  2.23  -3.40  8.30
H  1.77  -1.71  8.07
H  0.66  -2.82  8.87
C  -4.71  -5.15  -1.95
C  -5.66  -6.40  -1.97
N  -5.51  -7.32  -0.85
C  -6.14  -6.78  0.39
C  -6.94  -7.78  1.18
C  -4.16  -7.82  -0.57
C  -3.63  -8.91  -1.54
H  -5.03  -4.49  -2.76
H  -3.66  -5.50  -1.81
H  -4.87  -4.60  -1.06
H  -6.67  -6.09  -1.98
H  -5.52  -7.05  -2.83
H  -5.37  -6.35  1.07
H  -6.72  -5.92  0.11
H  -7.29  -7.32  2.11
H  -7.80  -8.18  0.70
H  -6.29  -8.58  1.44
H  -4.33  -8.34  0.43
H  -3.39  -7.04  -0.51
H  -3.15  -8.46  -2.41
H  -4.33  -9.65  -1.88
H  -2.85  -9.38  -0.93
C  -5.00  -0.48  4.26
C  -6.09  -1.38  3.64
N  -5.65  -2.14  2.47
C  -4.56  -3.10  2.64
C  -5.01  -4.12  3.67
C  -5.32  -1.29  1.30
C  -6.30  -0.38  0.61
H  -4.37  -1.12  4.89
H  -5.43  0.26  4.98
H  -4.52  0.02  3.44
H  -6.51  -2.14  4.36
H  -7.01  -0.93  3.34
H  -4.35  -3.56  1.66
H  -3.57  -2.71  2.93
H  -4.44  -5.04  3.47
H  -4.79  -3.74  4.68
H  -6.08  -4.34  3.55
H  -4.85  -1.90  0.48
H  -4.52  -0.58  1.58
H  -5.78  0.11  -0.19
H  -6.77  0.47  1.20
H  -7.15  -0.92  0.13
C  2.75  4.11  3.04
C  3.63  5.25  2.62
N  4.84  4.88  1.93
C  5.85  5.89  1.94
C  5.71  7.32  1.24
C  4.58  4.34  0.56
C  5.79  3.73  -0.07
H  3.31  3.41  3.64
H  2.30  3.57  2.18
H  1.95  4.56  3.69
H  3.11  5.97  1.96
H  3.99  5.86  3.45
H  6.20  6.18  2.94
H  6.73  5.40  1.46
H  4.87  7.92  1.67
H  6.52  7.97  1.45
H  5.63  7.14  0.17
H  4.10  5.13  -0.13
H  3.82  3.55  0.68
H  5.59  3.05  -0.91
H  6.38  3.08  0.58
H  6.50  4.46  -0.38
C  -1.34  -0.33  0.14
C  -0.42  0.87  0.38
N  0.72  0.84  -0.49
C  1.83  1.68  -0.03
C  3.21  1.09  -0.20
C  0.51  0.98  -1.91
C  -0.10  2.23  -2.42
H  -2.06  -0.47  0.89
H  -0.75  -1.28  0.05
H  -1.88  -0.25  -0.87
H  -0.99  1.78  0.30
H  -0.09  0.86  1.43
H  1.72  1.90  1.01
H  1.86  2.66  -0.55
H  3.39  0.71  -1.22
H  3.39  0.25  0.47
H  3.95  1.85  0.14
H  1.52  0.79  -2.35
H  -0.07  0.08  -2.17
H  -0.72  2.12  -3.29
H  -0.83  2.62  -1.61
H  0.55  3.09  -2.50
C  -1.00  -6.76  1.85
C  -0.87  -5.85  2.91
C  -0.84  -4.44  2.73
C  -1.09  -3.96  1.46
C  -1.09  -4.86  0.38
C  -1.02  -6.24  0.58
O  -0.75  -7.03  -0.50
O  -0.69  -3.48  3.73
H  -0.77  -7.84  2.03
H  -0.89  -6.18  3.96
H  -1.19  -2.88  1.23
H  -1.22  -4.52  -0.70
H  -1.30  -7.81  -0.43
H  -0.46  -3.86  4.62
C  1.10  1.33  5.55
C  0.21  1.30  6.57
C  -0.98  0.52  6.51
C  -1.19  -0.21  5.34
C  -0.28  -0.17  4.29
C  0.93  0.58  4.43
O  1.81  0.38  3.36
O  -1.90  0.33  7.46
H  2.01  1.85  5.67
H  0.52  1.65  7.53
H  -2.10  -0.76  5.18
H  -0.40  -0.83  3.46
H  2.72  0.75  3.59
H  -1.92  1.04  8.11
C  8.22  -1.59  -0.31
C  7.48  -2.67  0.05
C  6.10  -2.66  -0.11
C  5.48  -1.47  -0.62
C  6.28  -0.43  -1.01
C  7.67  -0.49  -0.85
O  8.47  0.63  -1.26
O  5.49  -3.85  0.14
H  9.22  -1.57  0.03
H  7.97  -3.53  0.51
H  4.41  -1.41  -0.93
H  5.87  0.50  -1.40
H  9.37  0.36  -1.10
H  4.55  -3.83  -0.05
C  -4.61  4.78  3.49
C  -4.20  3.58  2.98
C  -3.04  2.99  3.52
C  -2.33  3.63  4.47
C  -2.77  4.89  4.95
C  -3.94  5.47  4.44
O  -4.40  6.64  4.76
O  -2.76  1.77  3.05
H  -5.48  5.29  3.05
H  -4.79  3.09  2.21
H  -1.50  3.12  4.92
H  -2.28  5.37  5.84
H  -3.93  6.98  5.54
H  -2.20  1.31  3.70

Mulliken atomic charge list, values in e, 5 entries: number 1, C, carries 0.8284; number 2, C, carries -1.5440; number 3, N, carries 0.3193; number 4, C, carries 0.8399; number 5, C, carries -1.7194



[7]
Entry from OMol25: an isolated ion of composition C4H11NOP and charge +1 in a non-equilibrium geometry (the ωB97M-V functional and the def2-TZVPD basis).

Output
HOMO energy (alpha / beta) = -10.0 / -14.0 eV
E_LUMO (alpha / beta) = -3.1 / -7.7 eV
2S+1 = 3
⟨S²⟩ = 2.0074
energy relative to the best compared isomer or geometry (same formula, charge and spin) = 385.7 kJ/mol
net charge = +1

Geometry (Å):
C  -2.07  0.64  -0.25
C  -1.15  0.44  0.94
C  -0.86  0.51  -1.16
C  1.13  -0.55  0.19
N  0.02  0.39  0.08
O  1.47  -0.21  1.86
P  2.69  -0.11  -0.73
H  -2.81  -0.10  -0.51
H  -2.62  1.56  -0.36
H  -1.07  1.18  1.67
H  -1.46  -0.49  1.35
H  -0.92  -0.43  -1.84
H  -0.55  1.36  -1.92
H  0.82  -1.66  0.36
H  0.32  1.36  0.10
H  1.52  -0.99  2.35
H  2.06  -0.03  -1.86
H  2.99  -1.50  -1.07

Mulliken atomic charge list, values in e, 5 entries: number 1, C, carries -0.3970; number 2, C, carries -0.6428; number 3, C, carries -0.4940; number 4, C, carries -0.4285; number 5, N, carries 0.0929



| no. | calculated total energy (eV) |
| --- | --- |
| 1 | -140539.6789 |
| 2 | -22270.3054 |
| 3 | -51014.8775 |
| 4 | -21042.8930 |
| 5 | -7896.3689 |
| 6 | -137113.2077 |
| 7 | -17137.3565 |